No. 1
A structure of composition C38H44Cl20FN2O7, computed with the ωB97M-V functional and the def2-TZVPD basis.

The total charge is +1. The total energy comes out at -11412.98482 hartree. The calculation puts the orbital gap at 5.15 eV. For the LUMO energy, the calculation gives -4.9 eV. The HOMO energy comes out at -10.0 eV.

The geometry in XYZ format:
```
112
Properties=species:S:1:pos:R:3:forces:R:3
C -3.921143 -3.214639 -3.940233 6.4 -0.9 2.6
C -2.752707 -3.475252 -3.367734 -5.6 1.1 -2.7
C -1.385546 -3.989407 -2.644322 -2.4 -0.1 0.3
O -0.189642 -3.743689 -3.435131 0.1 2.7 1.8
C 0.488289 -2.536092 -3.011611 4.2 -1.3 0.7
O 1.742238 -2.589211 -2.789876 -6.6 0.8 -1.3
C -0.382794 -1.190882 -2.903454 -2.9 3.8 -0.9
C -0.882721 -0.492903 -4.256625 -0.5 1.0 4.3
C -1.740194 0.847478 -4.195376 1.1 -2.0 0.9
C -2.207055 1.487158 -5.625369 2.5 -0.8 -0.6
C -0.905123 1.193845 -6.744696 1.8 3.2 -0.1
C -0.200519 2.613748 -7.364496 2.9 -4.0 3.6
O 0.478338 1.628298 -6.267237 -4.3 -1.7 -1.2
N -2.126324 1.462647 -2.900233 2.1 -3.5 -0.4
C -2.966266 2.695591 -2.801517 -1.4 0.9 1.2
C -2.200492 3.993924 -2.214854 -0.5 0.9 -0.9
O -0.787245 3.791942 -1.939457 -1.4 1.1 1.3
C -0.425609 4.913864 -1.038662 0.1 1.4 -0.1
C -0.684696 4.579836 0.521531 -1.7 0.1 -0.4
O 0.291542 5.165952 1.428780 0.4 -2.4 0.9
C 0.920190 4.171401 2.258724 1.8 -3.7 2.1
C 0.882943 4.162466 3.851782 0.5 -3.2 -1.5
C 1.646803 3.044856 4.718207 0.3 -1.0 -4.0
C 2.467751 1.872261 4.038941 -2.3 2.9 -2.3
C 3.304407 0.735179 4.829296 1.1 1.2 -0.5
C 3.712218 1.302789 6.283481 0.9 -0.7 0.3
C 4.720660 0.580763 3.998916 -0.6 0.5 -0.2
C 2.630073 -0.732404 4.821085 -0.4 0.6 0.4
C 1.564562 -1.022904 5.998870 -0.8 -1.2 0.2
C 0.704084 -2.337661 5.503365 1.6 0.1 0.4
C 0.459822 0.148831 6.220335 -0.3 -1.3 0.2
C 2.261227 -1.506386 7.406916 -0.3 0.0 -0.4
C 2.475761 1.874033 2.429588 -2.0 2.7 1.2
C 1.719845 2.980960 1.565743 0.0 0.3 3.6
C -1.704069 0.807901 -1.635378 1.4 -1.8 -1.5
O -2.143281 1.430345 -0.410280 2.7 0.3 -4.0
N -3.024656 0.617889 0.253969 -4.3 -1.4 0.7
O -4.116522 0.645146 -0.226974 2.4 -0.2 0.8
C -0.825749 -0.489098 -1.548528 -1.1 0.5 -2.6
C -0.354097 -1.136717 -0.153660 0.9 0.8 0.2
C 1.194908 -0.653252 0.115706 0.6 0.7 -0.1
C 1.706868 0.488448 -0.898839 1.2 0.0 0.1
F 2.125030 -1.773443 0.016536 -1.8 1.7 0.1
H -4.869088 -2.912342 -4.537265 2.3 -0.8 1.5
H -1.318124 -3.498152 -1.607219 -0.1 -0.6 -1.7
H -1.527181 -5.132675 -2.457237 0.5 2.2 -0.6
H -0.583528 -1.030136 -5.229220 -0.7 1.4 1.6
H -3.102337 0.933780 -6.085605 1.2 1.0 1.1
H -2.325945 2.629635 -5.588125 0.0 -2.0 0.1
H -1.010639 0.244045 -7.497932 0.5 2.5 2.1
H -0.111231 3.470125 -6.601469 -1.1 -0.6 -2.2
H 0.701993 2.369871 -8.061445 -2.5 1.3 0.2
H -3.488489 3.011046 -3.773773 1.2 -1.1 1.3
H -3.822359 2.444630 -2.047338 1.6 0.3 -1.5
H -2.259920 4.840027 -3.020526 0.0 -1.5 1.3
H -2.810232 4.393584 -1.304976 1.2 -1.0 -1.4
H -1.130819 5.793055 -1.350475 1.5 -1.4 0.7
H 0.649615 5.301700 -1.250429 -1.7 -1.2 0.4
H -0.813629 3.446980 0.674508 0.5 1.7 -0.3
H -1.711626 5.067049 0.796930 1.8 -0.9 -0.4
H 0.337180 4.980168 4.445573 0.7 -1.6 -1.3
H 1.615684 3.074438 5.864742 -0.1 0.2 -2.1
H 2.839742 1.455392 7.014641 1.3 -0.1 -1.3
H 4.411131 0.508738 6.780061 -1.3 1.3 -0.9
H 4.370611 2.261061 6.190079 -1.4 -1.6 0.1
H 4.501455 -0.174679 3.148580 0.8 1.2 1.4
H 5.055250 1.594405 3.530844 -0.7 -1.8 0.8
H 5.562124 0.251698 4.709400 -1.4 0.1 -1.2
H 2.081653 -0.857222 3.797556 1.0 0.2 1.7
H 3.489489 -1.501714 4.888446 -1.4 1.1 -0.1
H 0.148700 -2.119501 4.520491 0.7 -0.4 1.6
H 1.513841 -3.162945 5.325170 -1.7 1.3 0.1
H 0.023736 -2.695123 6.366352 0.9 0.6 -1.6
H -0.491318 -0.392571 6.633246 1.6 1.1 -0.7
H 0.183751 0.582563 5.192426 0.4 -0.3 1.7
H 0.744276 0.928061 7.015398 -0.3 -1.0 -1.5
H 2.629713 -0.618891 8.039623 -0.4 -1.4 -1.1
H 3.123776 -2.267024 7.203384 -1.5 1.5 0.3
H 1.479878 -2.070202 8.039146 1.1 0.9 -1.0
H 3.055577 1.046146 1.866152 -1.1 1.6 1.0
H 1.730105 2.993798 0.401736 0.2 -0.2 2.4
H -0.382186 -2.289134 -0.144490 0.0 1.9 -0.3
H -0.946844 -0.771427 0.769463 0.7 -0.5 -1.9
H 1.305477 -0.234599 1.199405 -0.4 -1.0 -1.9
H 1.885185 0.104051 -1.987231 -0.6 0.5 2.0
H 1.051849 1.447522 -0.909583 0.8 -1.8 0.0
H 2.761104 0.837378 -0.535290 -2.1 -0.8 -0.6
C -0.647236 -6.689876 -5.676353 0.1 -0.1 -0.1
Cl -1.894110 -5.562746 -5.089374 0.2 -0.6 -0.6
Cl -1.072982 -8.347341 -5.193993 0.1 0.3 -0.1
Cl -0.550740 -6.594778 -7.449250 0.0 0.0 0.3
Cl 0.926689 -6.254721 -4.973522 -0.3 -0.1 -0.2
C -4.476683 -6.837811 -1.865439 -0.2 -0.2 0.0
Cl -5.763027 -7.807190 -1.114282 0.7 0.3 0.1
Cl -4.165253 -5.395325 -0.871499 0.0 -0.2 -0.1
Cl -2.991829 -7.809829 -1.980358 -0.2 0.2 0.0
Cl -4.983874 -6.337444 -3.494696 0.1 -0.2 0.4
C -8.795084 -8.219182 -3.589992 -0.1 -0.1 0.0
Cl -10.083558 -9.184670 -2.836751 0.3 0.2 -0.1
Cl -8.473496 -6.779871 -2.593099 -0.3 -0.2 -0.3
Cl -7.318217 -9.200783 -3.717654 -0.4 0.1 -0.1
Cl -9.308543 -7.710491 -5.214585 0.1 -0.1 0.3
C 5.133365 2.303168 -2.395311 0.2 0.0 -0.1
Cl 6.675192 3.178804 -2.516057 -0.4 -0.2 0.0
Cl 5.437605 0.552982 -2.464694 -0.1 0.3 0.0
Cl 4.341847 2.705785 -0.854157 0.3 0.2 -0.2
Cl 4.075416 2.775030 -3.744946 0.1 -0.1 0.2
C 3.563562 6.916514 4.652817 0.3 0.3 -0.3
Cl 3.584955 6.397791 6.353968 0.0 0.0 -0.3
Cl 2.614051 5.754835 3.691889 1.8 1.7 0.4
Cl 2.823961 8.529922 4.534541 0.1 -0.3 0.1
Cl 5.229481 6.981002 4.031841 -0.2 0.0 0.1
```
Positions in Å, forces in eV/Å.



No. 2
An isolated molecule of C8H8O2S, computed with the ωB97M-V functional and the def2-TZVPD basis.

The SMILES is C=CS(=O)(=O)c1ccccc1. The total energy comes out at -858.22470 hartree. The energy above the lowest of the compared OMol25 structures with the same formula, charge and spin is 270.2 kJ/mol. The calculation puts the orbital gap at 9.72 eV. For the LUMO energy, the calculation gives 0.0 eV. The HOMO energy comes out at -9.7 eV.

The geometry in XYZ format:
```
19
Properties=species:S:1:pos:R:3:forces:R:3
C -3.178745 -0.964228 0.882036 -0.4 1.0 0.0
C -2.314841 0.058997 0.826007 0.5 -0.5 3.7
C 0.141350 0.252152 -0.332878 2.2 0.4 0.0
C 0.774427 -0.971139 -0.754745 0.1 0.6 1.8
C 2.152895 -1.153041 -0.546699 1.0 1.7 -0.8
C 2.965669 0.017596 -0.177703 1.2 -3.9 0.3
C 2.362646 1.122789 0.322860 -0.9 0.1 -1.0
C 0.978168 1.263968 0.210794 -1.9 1.6 0.3
H -3.616598 -1.220180 -0.074168 0.0 -0.6 0.0
H -3.611406 -1.414128 1.814514 0.8 0.7 -1.0
H -1.809587 0.436580 1.807505 -1.0 -0.4 -2.0
H 0.132953 -1.803023 -1.000742 0.0 -0.1 -0.5
H 2.690753 -2.101226 -0.823354 -0.9 1.1 0.3
H 4.121482 -0.119068 -0.102515 -2.3 0.3 -0.3
H 2.961436 1.943695 0.611917 0.4 0.8 0.5
H 0.558706 2.309020 0.534386 0.5 -2.3 -0.7
O -2.030180 -0.275634 -1.684124 -0.2 -0.4 -0.3
O -1.690067 2.010196 -0.866629 -0.3 0.7 0.6
S -1.589063 0.606674 -0.646462 1.2 -0.7 -0.9
```
Positions in Å, forces in eV/Å.